Entry 1:
Density functional theory data (the ωB97M-V functional and the def2-TZVPD basis) for 6 unconnected molecules or ions with the total composition C40H59F3N5O3P.

Output
Orbital gap, eV: 6.9
Structure (SMILES): CCCC1=C(P(C)CC)C(=O)c2ccc(C)c(C[C@@H](O)C(F)(F)F)c2C1=O.CCCC#N.CCCC#N.CCCC#N.CCCC#N.CCCC#N
Max |F|, eV Å⁻¹: 2.25
E, Ha: -2699.90882
Total charge: 0
E_HOMO, eV: -7.20

```
111
Properties=species:S:1:pos:R:3:mulliken_charge:R:1
C -0.71 -2.89 6.45 -0.88
C -0.22 -3.07 4.95 -0.69
C -0.31 -1.71 4.11 -0.32
C -1.49 -1.71 3.09 0.08
C -1.32 -1.35 1.78 0.71
P 0.32 -0.83 1.05 -0.22
C 0.04 0.00 -0.63 -0.95
C 1.14 0.52 2.08 -0.80
C 0.15 1.39 2.96 -0.47
C -2.53 -1.39 0.79 -0.31
O -2.45 -1.78 -0.35 -0.55
C -3.88 -0.91 1.41 0.40
C -4.85 -0.16 0.65 -0.84
C -6.09 0.22 1.30 -0.77
C -6.32 -0.15 2.69 1.20
C -7.69 0.31 3.30 -1.88
C -5.31 -0.88 3.47 0.72
C -5.60 -1.20 4.96 -1.33
C -5.54 0.10 5.87 0.14
O -5.80 -0.21 7.23 -0.57
C -4.11 0.75 5.81 0.51
F -3.10 -0.18 5.85 -0.18
F -3.94 1.56 4.70 -0.26
F -3.92 1.60 6.88 -0.31
C -4.07 -1.28 2.83 0.33
C -2.94 -2.10 3.54 0.26
O -3.16 -2.97 4.35 -0.59
H -1.60 -3.56 6.60 0.18
H -1.00 -1.83 6.68 0.19
H 0.10 -3.27 7.12 0.34
H 0.85 -3.41 4.99 0.48
H -0.83 -3.82 4.38 0.31
H 0.69 -1.60 3.61 0.02
H -0.51 -0.89 4.84 0.09
H -0.90 0.62 -0.55 0.33
H -0.17 -0.77 -1.41 0.25
H 0.89 0.69 -0.91 0.45
H 1.74 1.17 1.40 0.51
H 1.88 0.02 2.76 0.50
H 0.49 1.28 4.03 0.15
H 0.36 2.47 2.71 -0.03
H -0.93 1.16 2.82 0.23
H -4.59 0.09 -0.40 0.48
H -6.88 0.78 0.74 0.35
H -7.63 1.43 3.43 0.35
H -7.89 -0.16 4.30 0.27
H -8.55 0.09 2.62 0.49
H -4.95 -1.98 5.41 0.34
H -6.65 -1.60 5.00 0.48
H -6.28 0.83 5.46 0.42
H -4.97 -0.47 7.67 0.38
C 2.29 5.36 1.92 -0.84
C 3.51 5.54 2.82 -0.35
C 4.52 4.40 2.68 -0.10
C 3.89 3.11 3.05 0.28
N 3.41 2.11 3.34 -0.41
H 1.73 4.45 2.17 -0.05
H 1.61 6.20 2.03 0.38
H 2.59 5.30 0.87 0.33
H 3.17 5.61 3.86 0.29
H 3.99 6.48 2.58 0.38
H 5.38 4.58 3.33 -0.14
H 4.89 4.34 1.65 0.32
C 1.86 -2.34 -4.77 -0.88
C 3.32 -2.05 -4.49 -0.63
C 3.58 -1.70 -3.02 -0.44
C 2.81 -0.49 -2.64 0.26
N 2.21 0.45 -2.35 -0.52
H 1.22 -1.47 -4.58 0.37
H 1.72 -2.62 -5.82 0.18
H 1.50 -3.17 -4.16 0.33
H 3.65 -1.23 -5.13 0.32
H 3.92 -2.92 -4.76 0.35
H 4.64 -1.51 -2.86 0.33
H 3.28 -2.53 -2.37 0.27
C 8.99 5.15 5.38 -1.09
C 8.83 6.58 5.90 -0.42
C 7.38 6.90 6.30 -0.43
C 6.48 6.76 5.12 0.19
N 5.79 6.65 4.22 -0.37
H 8.41 4.98 4.47 0.30
H 10.04 4.96 5.13 0.33
H 8.68 4.42 6.13 0.30
H 9.16 7.28 5.13 0.30
H 9.47 6.72 6.77 0.31
H 7.32 7.92 6.68 0.29
H 7.04 6.22 7.09 0.27
C -2.01 -2.77 -5.20 -0.91
C -2.33 -2.09 -6.52 -0.57
C -2.04 -2.97 -7.74 -0.34
C -0.60 -3.32 -7.78 0.37
N 0.52 -3.59 -7.79 -0.56
H -0.94 -3.01 -5.12 0.12
H -2.26 -2.12 -4.36 0.31
H -2.58 -3.70 -5.09 0.33
H -1.76 -1.16 -6.59 0.30
H -3.39 -1.81 -6.53 0.35
H -2.30 -2.45 -8.66 0.30
H -2.63 -3.89 -7.70 0.31
C -0.55 -4.29 -13.60 -1.17
C -0.09 -3.38 -12.47 -0.59
C -0.60 -3.83 -11.10 -0.09
C -2.08 -3.83 -11.08 0.31
N -3.23 -3.82 -11.06 -0.51
H -1.64 -4.29 -13.70 0.35
H -0.15 -3.95 -14.55 0.35
H -0.22 -5.32 -13.44 0.29
H -0.44 -2.36 -12.67 0.30
H 1.00 -3.35 -12.45 0.36
H -0.23 -3.15 -10.32 0.08
H -0.24 -4.83 -10.87 0.31
```

Entry 2:
Density functional theory data (the ωB97M-V functional and the def2-TZVPD basis) for 3 unconnected molecules or ions with the total composition C35H38F6O11S2.

Output
Orbital gap, eV: 7.2
Structure (SMILES): C#CCc1c(S(=O)(=O)C(F)(F)C(F)(F)F)cc2c(c1CCF)C(=O)c1cc(CCCCS(=O)(=O)O)cc(C=C)c1C2=O.CCOC(C)=O.CCOC(C)=O
Max |F|, eV Å⁻¹: 2.59
E, Ha: -3579.53521
Total charge: 0
E_HOMO, eV: -8.25
ΔE to the lowest compared entry with this formula, charge and spin, kJ/mol: 0.0

```
92
Properties=species:S:1:pos:R:3:mulliken_charge:R:1
C 2.94 -4.59 0.70 -0.01
C 3.62 -3.73 0.22 -0.43
C 4.35 -2.53 -0.25 -1.62
C 3.40 -1.69 -1.09 -0.18
C 3.53 -1.57 -2.47 0.91
S 4.81 -2.36 -3.42 1.31
O 4.88 -1.66 -4.68 -0.67
O 6.08 -2.45 -2.75 -0.64
C 4.15 -4.05 -3.74 0.86
F 4.16 -4.70 -2.55 -0.28
F 2.87 -3.99 -4.14 -0.29
C 4.99 -4.91 -4.76 0.67
F 5.68 -4.16 -5.61 -0.22
F 4.12 -5.65 -5.47 -0.27
F 5.80 -5.75 -4.12 -0.23
C 2.63 -0.83 -3.22 -1.38
C 1.59 -0.19 -2.59 0.61
C 1.48 -0.27 -1.20 0.64
C 2.37 -1.00 -0.42 0.70
C 2.20 -1.06 1.07 -1.49
C 2.78 0.12 1.82 0.20
F 4.18 -0.03 1.97 -0.39
C 0.30 0.48 -0.63 -0.57
O 0.34 1.09 0.42 -0.61
C -0.94 0.38 -1.45 0.66
C -2.16 0.22 -0.84 -0.74
C -3.31 0.08 -1.61 1.00
C -4.66 -0.13 -0.96 -1.03
C -4.81 0.56 0.41 -0.87
C -4.45 -0.37 1.57 -0.35
C -5.60 -1.37 1.89 -0.84
S -4.92 -2.97 2.24 1.17
O -4.14 -3.39 1.10 -0.59
O -5.95 -3.88 2.63 -0.65
O -3.95 -2.75 3.48 -0.48
C -3.20 0.12 -2.98 -0.90
C -1.97 0.29 -3.63 0.64
C -1.87 0.29 -5.11 -1.13
C -1.49 1.35 -5.88 -0.56
C -0.83 0.42 -2.84 0.63
C 0.57 0.58 -3.37 -0.55
O 0.88 1.27 -4.31 -0.55
H 2.26 -5.25 1.18 0.45
H 5.21 -2.88 -0.80 0.39
H 4.67 -1.97 0.63 0.34
H 2.73 -0.77 -4.29 0.67
H 2.60 -1.97 1.52 0.59
H 1.13 -1.08 1.29 0.42
H 2.35 0.15 2.83 0.14
H 2.62 1.07 1.33 0.30
H -2.17 0.20 0.24 0.57
H -4.74 -1.22 -0.78 0.43
H -5.47 0.12 -1.63 0.39
H -4.11 1.39 0.46 0.14
H -5.82 0.95 0.51 0.48
H -3.58 -0.98 1.32 0.14
H -4.20 0.18 2.48 0.57
H -6.30 -1.45 1.06 0.40
H -6.12 -0.99 2.77 0.43
H -3.04 -2.69 3.14 0.38
H -4.09 -0.01 -3.57 0.52
H -2.17 -0.64 -5.60 0.36
H -2.07 2.27 -5.87 0.25
H -0.62 1.26 -6.52 0.25
O -6.05 3.45 -1.98 -0.57
C -5.06 4.12 -1.88 0.82
O -4.21 3.86 -0.87 -0.31
C -2.90 4.44 -0.76 -0.11
C -2.94 5.79 -0.07 -1.21
C -4.79 5.28 -2.80 -1.11
H -2.41 4.48 -1.73 0.34
H -2.33 3.74 -0.15 0.20
H -3.52 6.51 -0.65 0.30
H -1.93 6.18 0.06 0.39
H -3.41 5.70 0.91 0.31
H -5.30 6.16 -2.42 0.29
H -5.19 5.04 -3.78 0.32
H -3.73 5.50 -2.93 0.35
O 1.88 0.48 4.78 -0.65
C 2.69 0.71 5.64 0.90
O 3.97 0.39 5.42 -0.34
C 5.05 0.78 6.28 -0.45
C 5.24 -0.19 7.43 -0.97
C 2.28 1.26 6.99 -1.20
H 4.91 1.81 6.63 0.36
H 5.93 0.78 5.65 0.34
H 4.36 -0.22 8.08 0.27
H 6.10 0.10 8.03 0.37
H 5.40 -1.20 7.04 0.30
H 1.97 0.44 7.63 0.29
H 1.44 1.93 6.83 0.32
H 3.06 1.84 7.49 0.35
```